No. 1
Molecular formula: C24H62N2O11
Method: DFT, ωB97M-V/def2-TZVPD

Geometry (Å):
O1 -9.922 -0.442 -25.650
H1 -10.064 0.527 -25.688
H2 -10.671 -0.835 -26.111
O2 -9.623 -0.274 -22.765
H3 -9.300 -0.269 -23.674
H4 -10.436 -0.797 -22.806
O3 -12.444 -0.861 -23.306
H5 -13.066 -1.571 -23.115
H6 -12.982 -0.064 -23.345
C1 -12.260 -7.376 -26.722
C2 -11.202 -6.288 -27.015
C3 -11.770 -5.307 -28.046
C4 -12.612 -4.160 -27.483
C5 -11.974 -3.475 -26.280
C6 -11.461 -4.416 -25.205
N1 -10.803 -5.563 -25.826
O4 -10.183 -6.388 -24.875
C7 -10.476 -3.688 -24.337
C8 -12.624 -4.897 -24.332
C9 -9.962 -6.967 -27.619
H7 -12.235 -7.746 -25.700
H8 -12.160 -8.185 -27.450
H9 -13.282 -7.010 -26.891
H10 -11.013 -4.958 -28.753
H11 -12.471 -5.874 -28.670
H12 -13.625 -4.489 -27.243
H13 -12.718 -3.413 -28.275
H14 -12.697 -2.781 -25.842
H15 -11.130 -2.875 -26.643
H16 -10.941 -2.791 -23.919
H17 -10.190 -4.278 -23.462
H18 -9.546 -3.456 -24.859
H19 -13.027 -4.057 -23.746
H20 -13.434 -5.345 -24.906
H21 -12.269 -5.607 -23.583
H22 -9.624 -7.754 -26.948
H23 -9.185 -6.208 -27.709
H24 -10.192 -7.375 -28.601
H25 -9.236 -6.262 -25.020
C10 -2.830 -3.627 -22.514
C11 -4.067 -3.015 -23.139
C12 -5.152 -4.091 -23.199
C13 -6.522 -3.527 -23.553
C14 -6.895 -2.367 -22.641
C15 -5.840 -1.293 -22.464
N2 -4.562 -1.968 -22.271
O5 -3.533 -1.060 -21.902
C16 -5.856 -0.343 -23.676
C17 -6.170 -0.486 -21.223
C18 -3.695 -2.568 -24.564
H26 -3.013 -4.060 -21.527
H27 -2.012 -2.913 -22.448
H28 -2.512 -4.472 -23.132
H29 -4.821 -4.900 -23.853
H30 -5.226 -4.505 -22.183
H31 -7.268 -4.318 -23.461
H32 -6.456 -3.210 -24.597
H33 -7.229 -2.763 -21.673
H34 -7.834 -1.966 -23.034
H35 -5.068 0.402 -23.575
H36 -5.740 -0.919 -24.588
H37 -6.829 0.150 -23.738
H38 -5.429 0.302 -21.080
H39 -7.146 -0.012 -21.348
H40 -6.230 -1.094 -20.318
H41 -4.548 -2.432 -25.222
H42 -2.968 -3.270 -24.977
H43 -3.143 -1.620 -24.544
H44 -3.500 -1.151 -20.944
C19 -11.090 -1.297 -18.870
C20 -11.108 -0.035 -19.699
O6 -9.749 0.318 -20.014
O7 -10.316 -2.296 -19.498
H45 -12.094 -1.716 -18.781
H46 -10.731 -1.075 -17.857
H47 -11.550 0.816 -19.172
H48 -11.660 -0.156 -20.637
H49 -9.659 0.286 -20.976
H50 -9.462 -1.897 -19.706
C21 -7.750 -2.307 -27.675
C22 -8.257 -3.720 -27.542
O8 -7.343 -4.530 -26.826
O9 -7.555 -1.782 -26.358
H51 -8.489 -1.676 -28.188
H52 -6.827 -2.222 -28.251
H53 -8.506 -4.139 -28.522
H54 -9.210 -3.703 -27.004
H55 -7.130 -4.000 -26.046
H56 -8.308 -1.210 -26.138
C23 -10.979 4.073 -24.472
C24 -10.615 2.616 -24.555
O10 -10.281 2.242 -25.895
O11 -9.819 4.912 -24.544
H57 -11.537 4.316 -23.561
H58 -11.606 4.337 -25.321
H59 -11.486 2.013 -24.278
H60 -9.829 2.342 -23.845
H61 -9.499 2.731 -26.178
H62 -9.263 4.743 -23.777

The LUMO energy is -0.145 eV. Its SMILES is CC1(C)CCCC(C)(C)N1O.CC1(C)CCCC(C)(C)N1O.OCCO.OCCO.OCCO.O.O.O. The value obtained for the molecular weight is 554.76 g/mol. The charge is 0.

Atom charges from the Mulliken analysis, given in e for atoms 1 to 2:
1 O -0.579
2 H 0.387

---

No. 2
Molecular formula: C4H6
Method: DFT, ωB97M-V/def2-TZVPD

Geometry (Å):
C1 -1.036 1.006 -0.002
C2 -0.396 -0.264 0.429
C3 0.801 -0.793 0.055
C4 1.993 -0.153 -0.384
H1 -1.991 0.745 -0.483
H2 -0.417 1.545 -0.720
H3 -1.280 1.648 0.854
H4 -1.027 -0.936 1.013
H5 0.745 -1.878 0.142
H6 2.608 -0.920 -0.904

The LUMO energy (alpha / beta) is -0.793 / -0.782 eV. The value obtained for the molecular weight is 54.09 g/mol. The charge is 0.

Atom charges from the Mulliken analysis, given in e for atoms 1 to 2:
1 C -0.931
2 C 0.013

---

No. 3
Molecular formula: C38H46N4P2ReSSi2
Method: DFT, ωB97M-V/def2-TZVPD

Geometry (Å):
Re1 -0.188 0.645 -0.366
C1 1.701 4.117 -0.550
Si1 0.870 3.414 -2.065
C2 1.794 4.094 -3.595
C3 -0.903 3.959 -2.533
N1 0.776 1.738 -1.608
P1 1.482 0.312 -2.202
C4 0.939 -0.782 -0.822
P2 1.084 -1.172 0.908
N2 0.334 0.264 1.557
Si2 0.093 0.736 3.316
C5 -1.771 0.816 3.475
C6 0.580 -0.664 4.567
C7 0.986 2.413 3.540
C8 0.119 -2.760 1.221
C9 -0.408 -3.488 0.101
C10 -1.244 -4.569 0.300
C11 -1.358 -5.195 1.580
C12 -0.702 -4.546 2.645
C13 0.054 -3.359 2.465
C14 2.761 -1.505 1.424
C15 3.248 -2.801 1.109
C16 4.554 -3.183 1.507
C17 5.345 -2.325 2.275
C18 4.843 -1.067 2.626
C19 3.567 -0.679 2.222
C20 3.189 0.650 -2.444
C21 3.933 0.258 -3.606
C22 5.287 0.371 -3.700
C23 6.012 0.736 -2.577
C24 5.355 1.100 -1.420
C25 3.976 0.998 -1.320
C26 0.562 -0.116 -3.649
C27 0.677 -1.366 -4.303
C28 -0.179 -1.625 -5.373
C29 -1.182 -0.730 -5.701
C30 -1.316 0.516 -5.066
C31 -0.371 0.815 -4.104
H1 1.166 3.895 0.446
H2 1.856 5.244 -0.575
H3 2.713 3.711 -0.364
H4 2.869 4.287 -3.454
H5 1.260 5.006 -3.783
H6 1.706 3.488 -4.541
H7 -0.930 5.031 -2.357
H8 -1.685 3.585 -1.859
H9 -1.144 3.657 -3.577
H10 -2.184 -0.176 3.706
H11 -2.256 1.308 2.633
H12 -2.083 1.440 4.316
H13 -0.294 -1.283 4.866
H14 0.816 -0.212 5.512
H15 1.280 -1.431 4.381
H16 0.334 3.200 3.070
H17 1.964 2.398 3.096
H18 1.078 2.640 4.643
H19 -0.284 -3.137 -0.893
H20 -1.817 -4.888 -0.556
H21 -1.924 -6.099 1.716
H22 -0.819 -4.908 3.672
H23 0.729 -3.017 3.251
H24 2.590 -3.517 0.660
H25 4.904 -4.184 1.250
H26 6.292 -2.586 2.682
H27 5.496 -0.299 3.115
H28 3.189 0.342 2.432
H29 3.382 -0.299 -4.382
H30 5.785 0.130 -4.631
H31 7.126 0.849 -2.542
H32 5.913 1.353 -0.530
H33 3.481 1.240 -0.387
H34 1.400 -2.102 -3.940
H35 -0.057 -2.564 -5.946
H36 -1.889 -1.084 -6.442
H37 -2.268 1.045 -5.201
H38 -0.489 1.724 -3.573
N3 -3.916 1.709 0.392
C32 -3.583 0.471 0.047
S1 -2.361 0.322 -1.176
N4 -4.266 -0.588 0.521
C33 -5.515 -0.495 1.311
C34 -6.580 0.151 0.645
C35 -7.800 0.117 1.317
C36 -7.957 -0.510 2.541
C37 -6.850 -0.918 3.258
C38 -5.603 -0.999 2.617
H39 -3.329 2.471 0.141
H40 -4.642 1.811 1.087
H41 -3.729 -1.434 0.367
H42 -6.370 0.636 -0.326
H43 -8.685 0.587 0.881
H44 -8.870 -0.552 3.150
H45 -6.929 -1.266 4.302
H46 -4.720 -1.326 3.176

The LUMO energy (alpha / beta) is -5.580 / -5.762 eV. The value obtained for the molecular weight is 895.21 g/mol. As for the expectation value of S²: 3.77. Its spin multiplicity is 4. The charge is +2.

Atom charges from the Mulliken analysis, given in e for atoms 1 to 2:
1 Re 0.311
2 C -0.805

---

No. 4
Molecular formula: C4H6NOSTb
Method: DFT, ωB97M-V/def2-TZVPD

Geometry (Å):
C1 1.822 -0.614 0.058
C2 0.393 0.170 -0.188
C3 -0.799 -0.417 0.687
S1 -1.790 -1.504 -0.412
N1 -1.648 0.792 1.037
C4 -2.112 1.259 -0.050
O1 -2.276 1.616 -1.156
H1 1.760 -1.175 1.043
H2 1.980 -1.332 -0.808
H3 2.680 0.173 0.065
H4 0.113 0.148 -1.294
H5 0.577 1.266 0.147
H6 -2.603 -2.314 0.365
Tb1 1.904 1.932 0.506

The LUMO energy (alpha / beta) is -10.260 / -9.203 eV. The value obtained for the molecular weight is 275.09 g/mol. As for the expectation value of S²: 13.03. Its spin multiplicity is 7. The charge is +2.

Atom charges from the Mulliken analysis, given in e for atoms 1 to 2:
1 C -0.677
2 C -0.549

---

No. 5
Molecular formula: C4H6N2O
Method: DFT, ωB97M-V/def2-TZVPD

Geometry (Å):
N1 -0.257 -1.139 1.642
C1 0.910 -1.183 1.158
O1 1.221 -0.728 -0.064
C2 0.131 -0.280 -0.864
C3 -0.424 1.033 -0.361
C4 -1.491 1.485 -1.471
N2 -0.886 2.420 -1.847
H1 -0.271 -1.546 2.573
H2 1.810 -1.585 1.631
H3 -0.667 -1.025 -0.881
H4 0.549 -0.155 -1.867
H5 -1.026 0.963 0.532
H6 0.401 1.740 -0.182

The LUMO energy is 0.190 eV. Its SMILES is [H]/N=C/OCCC#N. The value obtained for the molecular weight is 98.10 g/mol. The charge is 0.

Atom charges from the Mulliken analysis, given in e for atoms 1 to 2:
1 N -0.606
2 C 0.118

---

No. 6
Molecular formula: C23H29MgN6O5
Method: DFT, ωB97M-V/def2-TZVPD

Geometry (Å):
Mg1 -1.149 0.490 1.158
C1 -1.799 0.602 5.657
O1 -1.479 1.775 4.864
C2 -1.649 1.659 3.574
O2 -2.053 0.649 2.997
N1 -1.369 2.815 2.912
N2 -1.201 2.707 1.513
H1 -1.632 0.908 6.682
H2 -1.136 -0.211 5.375
H3 -2.837 0.326 5.494
H4 -0.859 3.532 3.405
H5 -0.263 3.014 1.270
H6 -1.871 3.316 1.057
O3 0.713 0.630 2.348
C3 1.326 0.344 1.287
N3 2.643 0.240 1.091
C4 2.928 -0.146 -0.294
C5 1.471 -0.227 -0.848
O4 1.192 -0.512 -1.985
N4 0.596 0.119 0.156
C6 3.672 0.937 -1.062
C7 4.014 0.691 -2.391
C8 4.670 1.657 -3.132
C9 4.999 2.880 -2.556
C10 4.662 3.127 -1.237
C11 3.996 2.159 -0.492
C12 3.633 -1.494 -0.327
C13 5.018 -1.536 -0.192
C14 5.681 -2.752 -0.117
C15 4.965 -3.938 -0.183
C16 3.586 -3.902 -0.326
C17 2.922 -2.686 -0.396
H7 3.302 0.194 1.850
H8 3.761 -0.260 -2.841
H9 4.932 1.457 -4.162
H10 5.519 3.631 -3.135
H11 4.920 4.073 -0.778
H12 3.739 2.364 0.540
H13 5.585 -0.613 -0.161
H14 6.758 -2.772 -0.015
H15 5.482 -4.887 -0.131
H16 3.024 -4.825 -0.390
H17 1.848 -2.678 -0.528
C18 -2.081 -0.460 -2.515
N5 -3.419 -0.625 -1.949
C19 -4.535 -0.930 -2.839
C20 -5.641 -1.606 -2.058
C21 -6.027 -0.743 -0.877
N6 -4.838 -0.385 -0.105
C22 -4.997 0.046 1.277
C23 -3.613 -0.321 -0.656
O5 -2.630 0.033 0.054
H18 -2.059 -0.965 -3.477
H19 -1.321 -0.898 -1.876
H20 -1.834 0.592 -2.668
H21 -4.158 -1.581 -3.626
H22 -4.901 -0.014 -3.316
H23 -5.297 -2.581 -1.706
H24 -6.509 -1.769 -2.695
H25 -6.704 -1.279 -0.212
H26 -6.542 0.165 -1.209
H27 -6.038 -0.100 1.554
H28 -4.748 1.101 1.400
H29 -4.369 -0.536 1.949

The LUMO energy is -2.287 eV. The value obtained for the molecular weight is 493.83 g/mol. The charge is +1.

Atom charges from the Mulliken analysis, given in e for atoms 1 to 2:
1 Mg 0.716
2 C -0.649

---

Which value of charge does entry 4 give? +2